DFT (ωB97M-V/def2-TZVPD) results for 2 unconnected molecules or ions with the total composition C5H9N.

* SMILES string: C=C=N.C=CC
* E_LUMO: 1.036 eV
* total charge: 0

```
15
Properties=species:S:1:pos:R:3:nbo_charge:R:1
C -1.0372 1.1326 2.1949 -0.678
C 0.0313 1.4775 1.5104 0.420
N 1.0616 1.7176 0.8801 -0.646
H -0.9114 0.6783 3.1723 0.245
H -2.0115 1.4598 1.8583 0.242
H 1.3885 0.7711 0.4621 0.403
C 1.4977 -1.1188 -0.9546 -0.438
C 0.2067 -1.0743 -0.6253 -0.160
C -0.8320 -0.3917 -1.4607 -0.654
H 1.8991 -0.5758 -1.8086 0.197
H 2.2082 -1.7560 -0.4437 0.204
H -0.1529 -1.6211 0.2521 0.205
H -1.4401 0.2935 -0.8697 0.222
H -1.5050 -1.1561 -1.8655 0.223
H -0.4031 0.1635 -2.3021 0.215
```

---

DFT (ωB97M-V/def2-TZVPD) results for a molecular structure, C19H18Cl2F3N2O4S2Tl.

* E_LUMO (alpha / beta): 1.833 / 1.959 eV
* total charge: -2

```
51
Properties=species:S:1:pos:R:3:nbo_charge:R:1
Tl -0.4461 -0.0206 0.1215 0.701
Cl 0.4204 -2.8792 -0.2671 0.042
C 1.2368 -3.6895 1.0391 -0.053
C 1.6185 -4.9983 0.8167 -0.232
C 2.2569 -5.7295 1.8054 -0.270
C 2.4932 -5.1364 3.0351 -0.243
C 2.1110 -3.8314 3.2444 -0.062
Cl 2.4300 -3.1499 4.8025 -0.031
C 1.4890 -3.0281 2.2642 -0.206
S 1.1237 -1.3900 2.5797 -0.426
H 1.4100 -5.4356 -0.1466 0.213
H 2.5624 -6.7477 1.6202 0.195
H 2.9744 -5.6784 3.8355 0.204
O -1.9100 3.1936 -1.4529 -0.791
C -1.6384 2.1723 -2.0956 0.770
O -1.8513 0.9766 -1.8190 -0.761
C -0.9163 2.4291 -3.4255 -0.187
C -1.3987 3.4247 -4.2517 -0.187
C -0.7666 3.7498 -5.4393 -0.305
C 0.3854 3.0653 -5.7911 -0.260
C 0.8851 2.0746 -4.9732 -0.206
C 0.2447 1.7162 -3.7766 -0.156
S 0.9498 0.4685 -2.8191 -0.492
H -2.2874 3.9558 -3.9373 0.204
H -1.1702 4.5274 -6.0773 0.177
H 0.9025 3.3163 -6.7108 0.176
H 1.7877 1.5460 -5.2503 0.192
N 0.9351 5.0291 1.4762 -0.668
C 1.7931 3.5123 2.8323 0.037
C 1.1262 2.3317 2.2344 -0.374
N 1.3987 2.1418 0.8156 -0.580
C 0.8986 3.1610 -0.0789 -0.290
C 1.4039 4.5893 0.1741 -0.256
H 1.1277 6.0069 1.6586 0.389
H -0.0573 4.8403 1.5713 0.409
H 1.4374 3.8983 3.7690 0.197
H 2.8322 3.6859 2.6085 0.193
H 0.0409 2.3918 2.3652 0.252
H 1.4537 1.4054 2.7419 0.304
H 2.3917 1.9887 0.6678 0.368
H -0.1950 3.1737 -0.0162 0.258
H 1.1696 2.8651 -1.0949 0.279
H 1.0383 5.2335 -0.6395 0.223
H 2.4992 4.6220 0.1802 0.180
F -3.7881 1.0523 3.3889 -0.364
C -3.5813 0.8630 2.0532 0.856
F -4.5193 1.6209 1.4469 -0.339
F -2.3881 1.4554 1.8111 -0.349
C -3.6556 -0.7121 1.6409 0.716
O -4.7090 -1.2393 1.9543 -0.718
O -2.6462 -1.1413 1.0900 -0.732
```

---

DFT (ωB97M-V/def2-TZVPD) results for C6H11N3 in the gas phase.

* SMILES string: [H]/N=C1/NC[C@H]2C[C@]1(N)C2
* E_LUMO: 0.910 eV
* total charge: 0

```
20
Properties=species:S:1:pos:R:3:nbo_charge:R:1
H 2.4906 0.8205 0.2498 0.335
N 1.7741 1.5378 0.2251 -0.723
C 0.6681 0.9362 -0.0368 0.443
N -0.5496 1.4780 -0.3419 -0.633
C -1.8194 0.8206 0.1121 -0.207
C -1.5755 -0.6990 0.1276 -0.226
C -0.5614 -1.0629 -1.0358 -0.397
C 0.5241 -0.6131 -0.0303 0.027
N 1.8260 -1.2215 -0.1714 -0.841
C -0.4208 -0.9966 1.0982 -0.407
H -0.4951 2.5743 -0.3238 0.398
H -2.0009 1.0852 1.1819 0.189
H -2.6089 1.1347 -0.5996 0.213
H -2.4584 -1.3198 0.1085 0.222
H -0.5599 -2.1472 -1.1845 0.217
H -0.6501 -0.5185 -2.0163 0.215
H 2.3109 -1.2170 0.7507 0.364
H 2.4560 -0.7875 -0.8927 0.374
H -0.3901 -2.1171 1.2981 0.226
H -0.3382 -0.3791 2.0357 0.211
```

---

DFT (ωB97M-V/def2-TZVPD) results for a molecular structure, C42H107N5O14.

* E_LUMO: 0.535 eV
* total charge: 0

```
168
Properties=species:S:1:pos:R:3:lowdin_charge:R:1
C 4.9445 3.9756 -0.3324 -0.048
C 5.0803 2.4502 -0.2659 -0.434
C 3.6700 1.8860 0.0817 -0.063
O 5.3974 1.8331 -1.4968 -0.046
H 4.2556 4.2586 -1.1283 0.085
H 5.8650 4.4337 -0.6943 0.071
H 4.7019 4.4608 0.6131 0.081
H 5.7829 2.1351 0.5056 0.136
H 3.3435 2.3211 1.0262 0.071
H 3.6540 0.7982 0.1499 0.110
H 2.8748 2.1463 -0.6169 0.043
H 6.2876 2.0847 -1.7534 0.093
C -0.1086 -0.7911 -0.2750 -0.188
C -0.2908 0.6684 0.1781 -0.219
C 0.6187 1.6835 -0.6011 -0.219
O -1.6678 1.0126 0.1380 -0.231
H -0.4982 -1.4783 0.4760 -0.024
H 0.9642 -0.9612 -0.3667 0.082
H -0.5409 -1.0381 -1.2447 -0.176
H -0.0078 0.7553 1.2271 0.103
H 1.6674 1.5277 -0.3481 0.062
H 0.4016 2.7318 -0.3961 0.137
H 0.3767 1.5643 -1.6572 0.091
H -2.0721 0.7985 0.9819 -0.029
C -0.0994 -2.6977 0.4443 -0.142
C -0.0690 -4.2406 0.3412 -0.385
C -0.2201 -4.6383 -1.1353 -0.006
O 1.1185 -4.7841 0.8043 -0.128
H -1.0788 -2.2755 0.2191 0.096
H 0.4829 -2.2777 -0.3759 0.056
H 0.3744 -2.4508 1.3944 0.143
H -0.8445 -4.6679 0.9769 0.138
H -0.1194 -5.7237 -1.1357 0.095
H 0.5712 -4.2167 -1.7550 0.047
H -1.2195 -4.3907 -1.4928 0.104
H 1.0395 -5.7149 0.5831 0.109
C -3.0348 2.5905 -3.3610 -0.039
C -2.7472 1.7676 -2.1604 -0.427
C -2.2267 0.3936 -2.4251 -0.154
O -1.6915 2.3899 -1.4931 -0.036
H -3.4107 3.5989 -3.1883 0.085
H -3.7753 2.1286 -4.0140 0.081
H -2.1455 2.6062 -3.9910 0.084
H -3.6737 1.7764 -1.5864 0.129
H -1.3807 0.4821 -3.1066 0.146
H -2.9363 -0.3149 -2.8523 0.153
H -1.6858 -0.1042 -1.6203 0.023
H -1.3881 1.7721 -0.8239 -0.070
C -9.2652 -0.9941 2.2084 -0.085
O -8.4101 -0.0710 1.5246 -0.199
C -8.4351 1.2653 1.8615 -0.238
C -7.2441 2.0549 1.2222 -0.227
N -5.9573 1.6250 1.6565 -0.025
C -4.8154 2.1227 0.8227 -0.132
C -3.6392 1.2093 0.7269 -0.229
O -4.1192 -0.0974 0.3466 -0.083
C -3.1858 -0.9334 -0.4278 -0.053
H -9.0492 -1.9931 1.8296 0.085
H -10.3130 -0.7547 2.0271 0.082
H -9.0917 -0.9829 3.2845 0.084
H -8.5340 1.4110 2.9372 0.119
H -9.3094 1.7624 1.4414 0.111
H -7.4145 3.1080 1.4458 0.114
H -7.3054 2.0194 0.1345 0.109
H -6.0230 0.6434 1.4280 0.079
H -4.3465 3.0531 1.1429 0.110
H -5.2305 2.2587 -0.1760 0.107
H -3.2752 1.1239 1.7508 0.089
H -2.8116 1.6017 0.1360 0.055
H -3.1233 -0.4715 -1.4131 0.039
H -3.4234 -1.9966 -0.4617 0.118
H -2.1164 -0.8969 -0.2198 0.074
C 1.0589 2.3488 1.0792 -0.232
O 0.6255 2.5889 2.3885 -0.355
C 1.4817 3.3767 3.1883 -0.153
C 0.8642 3.7037 4.5498 -0.180
N 1.8170 4.1639 5.5762 -0.060
C 2.5488 5.4196 5.1747 -0.173
C 3.5111 5.7309 6.3246 -0.206
O 4.6302 6.5292 5.8368 -0.187
C 5.1687 7.3443 6.8624 -0.142
H 0.1890 2.0589 0.4899 -0.017
H 1.7969 1.5468 1.0874 0.112
H 1.5556 3.1972 0.6083 0.144
H 1.6026 4.2965 2.6160 0.125
H 2.4908 2.9733 3.2716 0.134
H 0.4168 2.7792 4.9148 0.120
H 0.0131 4.3794 4.4646 0.110
H 1.4089 4.2277 6.4979 0.105
H 1.8878 6.2796 5.0674 0.116
H 3.1023 5.2537 4.2504 0.112
H 3.9825 4.8326 6.7232 0.121
H 2.9852 6.2199 7.1446 0.115
H 4.4847 8.1301 7.1831 0.082
H 6.0518 7.9216 6.5885 0.080
H 5.5293 6.8327 7.7548 0.082
C -4.9679 -2.0935 2.3610 -0.094
O -3.8252 -1.3927 2.8629 -0.159
C -2.5633 -1.9951 2.4061 -0.160
C -1.4383 -1.0236 2.7457 -0.115
N -1.6845 0.2859 2.1479 -0.092
C -0.8860 1.2596 2.8086 -0.118
C -1.3003 2.6556 2.3366 -0.199
O -2.4804 3.0347 2.9638 -0.179
C -2.8473 4.4318 2.8504 -0.060
H -5.8654 -1.4965 2.5230 0.081
H -5.1255 -3.0313 2.8936 0.081
H -4.9136 -2.3862 1.3124 0.078
H -2.5049 -2.2795 1.3555 0.078
H -2.3881 -2.9617 2.8784 0.127
H -0.4893 -1.4659 2.4425 0.106
H -1.3923 -0.9963 3.8344 0.128
H -2.6680 0.4696 2.2858 0.079
H 0.1290 1.0435 2.4750 0.125
H -0.9702 1.0500 3.8749 0.145
H -1.4138 2.7811 1.2598 0.154
H -0.4751 3.3350 2.5500 0.075
H -3.9022 4.5446 3.1004 0.085
H -2.5853 4.8296 1.8700 0.094
H -2.3317 4.8634 3.7083 0.075
C 3.4607 -5.0453 -8.8312 -0.086
O 4.3561 -4.5238 -7.8276 -0.184
C 3.9073 -4.4470 -6.5190 -0.259
C 2.6294 -3.6445 -6.3065 -0.213
N 2.4372 -3.2861 -4.8658 -0.045
C 1.0533 -2.7934 -4.8054 -0.146
C 0.7046 -2.3827 -3.3219 -0.207
O -0.6630 -1.9280 -3.3384 -0.029
C -0.9732 -1.1904 -2.1685 -0.277
H 3.9689 -5.2359 -9.7764 0.083
H 2.6547 -4.3489 -9.0623 0.082
H 3.1110 -6.0384 -8.5492 0.086
H 4.7140 -4.0766 -5.8865 0.125
H 3.8245 -5.4666 -6.1425 0.117
H 1.8073 -4.2371 -6.7080 0.106
H 2.6678 -2.7701 -6.9561 0.127
H 2.3976 -4.1938 -4.4246 0.105
H 0.4628 -3.6414 -5.1524 0.113
H 0.8676 -2.0000 -5.5293 0.126
H 1.3180 -1.5338 -3.0199 0.080
H 0.8082 -3.2537 -2.6749 0.076
H -0.6683 -1.7850 -1.3074 0.111
H -2.0561 -1.0902 -2.0941 0.081
H -0.4198 -0.2515 -2.1867 0.145
C 5.3247 -6.9995 -0.9689 -0.130
O 4.2032 -6.1673 -1.0081 -0.201
C 4.0817 -5.1769 -0.0191 -0.175
C 2.9079 -4.2136 -0.3857 -0.185
N 3.2839 -3.0732 -1.2195 0.012
C 2.1620 -2.1785 -1.4360 -0.250
C 2.7623 -0.9891 -2.1714 -0.146
O 1.8666 0.1045 -1.8756 -0.242
C 2.2025 1.2811 -2.5569 -0.115
H 6.2122 -6.5315 -1.3948 0.085
H 5.2140 -7.9136 -1.5523 0.082
H 5.5256 -7.3712 0.0359 0.084
H 5.0289 -4.6379 -0.0015 0.121
H 3.8908 -5.6959 0.9202 0.119
H 2.5183 -3.7922 0.5410 0.116
H 2.0606 -4.7595 -0.8005 0.090
H 3.6035 -3.3960 -2.1216 0.108
H 1.7164 -1.6993 -0.5642 0.080
H 1.3000 -2.5429 -1.9947 0.002
H 2.8512 -1.2031 -3.2365 0.124
H 3.6961 -0.6976 -1.6906 0.134
H 2.0182 1.2133 -3.6291 0.114
H 3.2315 1.6173 -2.4288 0.085
H 1.5519 2.0568 -2.1531 0.076
```

---

DFT (ωB97M-V/def2-TZVPD) results for 2 unconnected molecules or ions with the total composition C5H9NO3.

* SMILES string: CCC(N)=O.OC#CO
* E_LUMO: -0.122 eV
* total charge: 0

```
18
Properties=species:S:1:pos:R:3:nbo_charge:R:1
C 1.2762 -1.4844 -0.5379 -0.627
C 1.3645 0.0248 -0.3632 -0.475
C 0.2991 0.8537 0.6337 0.645
N 0.1706 0.2145 1.8782 -0.936
O 0.4872 2.0879 0.5995 -0.642
H 2.2421 -1.8716 -0.8697 0.215
H 1.0613 -2.0012 0.3978 0.207
H 0.5794 -1.7772 -1.3224 0.203
H 2.2660 0.2415 0.2173 0.204
H 1.5063 0.5517 -1.3098 0.214
H -0.5855 -0.4529 1.9581 0.387
H 1.0275 -0.0734 2.3256 0.395
O -2.2400 1.7432 0.7770 -0.643
C -1.6689 0.8430 -0.0035 0.168
C -1.7009 0.0643 -0.9840 0.292
O -2.1865 -0.8458 -1.7743 -0.630
H -1.5255 2.3671 1.0328 0.515
H -2.3728 -0.4853 -2.6552 0.508
```

---

DFT (ωB97M-V/def2-TZVPD) results for a molecular structure, C36H55CrN2O2SSb.

* E_LUMO (alpha / beta): -2.858 / -3.105 eV
* total charge: +1
* spin multiplicity: 4
* expectation value of S²: 3.8089

```
98
Properties=species:S:1:pos:R:3:mulliken_spin:R:1
Cr -1.9730 0.3444 0.8878 3.209
C -3.9957 -0.1330 -1.3894 -0.008
C -4.6434 0.9772 -0.5539 0.019
N -3.9560 1.1694 0.7411 -0.051
C -3.9578 2.5702 1.2018 0.009
C -3.0464 3.4552 0.3472 0.003
S -1.5506 2.5862 -0.2611 -0.016
C -2.0158 2.2289 -2.0017 -0.007
C -1.8572 0.7534 -2.3148 -0.008
N -2.5270 -0.0982 -1.3286 0.041
H -4.3153 -1.0958 -0.9962 -0.001
H -4.3583 -0.0520 -2.4195 0.000
H -4.6162 1.9193 -1.0970 -0.001
H -5.6959 0.7303 -0.4040 0.000
H -4.4335 0.6148 1.4482 0.009
H -4.9689 2.9892 1.1954 0.003
H -3.5874 2.5699 2.2251 -0.008
H -3.5457 3.8683 -0.5268 -0.001
H -2.6892 4.2870 0.9506 0.001
H -3.0288 2.5834 -2.1723 -0.001
H -1.3431 2.8143 -2.6261 0.001
H -2.2214 0.5599 -3.3308 0.002
H -0.7937 0.5069 -2.2840 0.004
H -2.1793 -1.0439 -1.4527 0.004
C -3.2303 -3.7112 0.9440 -0.001
C -2.3176 -2.5399 1.1720 -0.001
O -2.8400 -1.3936 1.0481 -0.063
C -0.9758 -2.7281 1.6063 0.024
C -0.5663 -3.9859 2.1172 0.005
C 0.6009 -4.1240 2.8120 0.000
C 1.4000 -2.9898 3.0414 0.005
C 1.0750 -1.7775 2.4938 -0.012
C -0.0726 -1.6173 1.6888 0.048
O -0.2539 -0.5092 1.0418 -0.038
H -4.1643 -3.3663 0.5065 -0.001
H -3.4580 -4.1989 1.8926 0.001
H -2.7639 -4.4445 0.2875 0.001
H -1.2117 -4.8447 1.9905 0.000
H 0.8870 -5.0853 3.2150 0.000
H 2.2874 -3.0814 3.6549 0.000
H 1.6831 -0.9013 2.6721 -0.002
C 2.8161 -3.1300 -0.7054 0.000
C 3.5110 -1.7941 -0.9591 0.000
C 3.9202 -1.1405 0.3583 -0.001
C 4.7603 -2.0064 -1.8107 0.000
Sb 1.8916 -0.4853 -1.8200 0.005
C 2.8194 1.5668 -1.8108 -0.001
C 2.6781 2.0472 -0.3688 0.003
C 4.2777 1.5548 -2.2502 0.000
C 2.0084 2.4900 -2.7142 -0.001
C 1.7181 -1.1467 -3.9899 0.000
C 2.9443 -1.9055 -4.4792 0.000
C 1.4639 0.0375 -4.9124 0.000
C 0.5053 -2.0730 -3.9954 0.000
H 3.5205 -3.8337 -0.2474 0.000
H 2.4591 -3.5741 -1.6386 0.000
H 1.9631 -3.0180 -0.0328 0.001
H 4.4224 -1.8808 0.9917 0.000
H 3.0627 -0.7562 0.9090 0.000
H 4.6188 -0.3200 0.1877 0.000
H 5.5524 -2.4108 -1.1697 0.000
H 5.1333 -1.0803 -2.2477 0.000
H 4.5973 -2.7238 -2.6112 0.000
H 3.2698 1.4469 0.3225 0.000
H 1.6352 2.0130 -0.0411 0.002
H 3.0231 3.0846 -0.2893 0.000
H 4.9058 0.9988 -1.5541 0.000
H 4.6620 2.5815 -2.2925 0.000
H 4.3905 1.1184 -3.2451 0.000
H 0.9351 2.4087 -2.5129 0.001
H 2.1849 2.2884 -3.7669 0.000
H 2.3033 3.5286 -2.5253 0.000
H 3.8521 -1.3080 -4.3927 0.000
H 2.8164 -2.1679 -5.5368 0.000
H 3.0792 -2.8354 -3.9274 0.000
H 2.3470 0.6705 -4.9913 0.000
H 0.6165 0.6463 -4.5859 0.000
H 1.2412 -0.3338 -5.9198 0.000
H 0.6698 -2.9480 -3.3617 0.000
H 0.3126 -2.4277 -5.0144 0.000
H -0.3951 -1.5588 -3.6459 0.000
C -0.4098 4.2373 5.0177 -0.005
C -0.2902 4.1580 3.6185 0.008
C -0.7066 3.0395 2.9519 0.002
C -1.2930 1.9274 3.6075 -0.062
C -1.8168 0.7767 2.9205 -0.173
C -2.2480 -0.2630 3.7176 0.053
C -2.1977 -0.2418 5.1259 -0.020
C -1.7602 0.8703 5.7763 0.027
C -1.3191 1.9884 5.0339 -0.019
C -0.8892 3.1597 5.7030 0.006
H -0.1005 5.1345 5.5367 0.000
H 0.1558 4.9817 3.0745 0.000
H -0.5287 2.9813 1.8934 -0.007
H -2.6701 -1.1542 3.2718 0.013
H -2.5250 -1.1118 5.6816 -0.001
H -1.7322 0.9121 6.8583 0.001
H -0.9417 3.1740 6.7854 0.000
```

---

Energy above the lowest of the compared OMol25 structures with the same formula, charge and spin values (in kJ/mol) by entry order: 220.1, 523.0, 120.0, 5384.2, 606.2, 113.0.